Formula: C87H200N10O13
Source: OMol25
Level of theory: ωB97M-V/def2-TZVPD

Atoms and positions in Å:
C: -9.4471 -2.7163 -2.5517
C: -8.0615 -3.3908 -2.4904
C: -7.0176 -2.8915 -3.4163
O: -5.7596 -3.5633 -3.1377
C: -4.6330 -2.7977 -3.4982
N: -7.6028 -3.2494 -1.0981
H: -7.3298 -2.2194 -0.6659
H: -8.3350 -3.6929 -0.5053
H: -6.7704 -3.8473 -1.0830
H: -10.1078 -3.2278 -1.8436
H: -9.8628 -2.8833 -3.5307
H: -9.4141 -1.6387 -2.3864
H: -8.2744 -4.4247 -2.5967
H: -6.8632 -1.7885 -3.2217
H: -7.3288 -3.0212 -4.4512
H: -4.6507 -2.6452 -4.5766
H: -3.7409 -3.3622 -3.2225
H: -4.5952 -1.7793 -3.1397
C: -1.6412 -9.3740 2.4515
C: -2.8954 -8.6017 3.0571
C: -3.0401 -7.1435 2.8481
O: -4.0612 -6.7065 3.6982
C: -4.2788 -5.3398 3.4328
N: -4.2321 -9.2058 2.6241
H: -4.9436 -8.6132 3.0307
H: -4.3766 -9.1519 1.5969
H: -4.3281 -10.1724 2.9395
H: -1.7767 -9.5127 1.3968
H: -1.5205 -10.3795 2.8799
H: -0.7859 -8.7306 2.7069
H: -2.8659 -8.6585 4.1121
H: -3.2760 -6.8986 1.7933
H: -2.1426 -6.5876 3.0825
H: -5.1808 -5.0473 3.9543
H: -4.3221 -4.9973 2.4003
H: -3.4739 -4.7185 3.8764
C: 2.0815 -4.9011 -3.8298
C: 3.1097 -5.5943 -3.0113
C: 4.5410 -5.6635 -3.5503
O: 4.3651 -6.3828 -4.7422
C: 5.4216 -6.2595 -5.7042
N: 3.1819 -4.9224 -1.6527
H: 3.4830 -3.9011 -1.7612
H: 2.2517 -4.9668 -1.1935
H: 3.8741 -5.3961 -1.0907
H: 1.8437 -5.4614 -4.7597
H: 2.3361 -3.8601 -4.1201
H: 1.2502 -4.9179 -3.1312
H: 2.8208 -6.6253 -2.7794
H: 5.1952 -6.2008 -2.8737
H: 4.9181 -4.6239 -3.7511
H: 5.1574 -6.5776 -6.7116
H: 6.3143 -6.8347 -5.4714
H: 5.7750 -5.2412 -5.7266
C: -1.1994 -5.6839 -6.5353
C: -2.3247 -4.8290 -7.0549
C: -3.2944 -5.8498 -7.6125
O: -4.4841 -5.1389 -7.8814
C: -5.4889 -6.0208 -8.3986
N: -2.9965 -3.8477 -6.1770
H: -2.2822 -2.5529 -6.0239
H: -3.8752 -3.6610 -6.6649
H: -3.1518 -4.2185 -5.2359
H: -1.4769 -6.4784 -5.8685
H: -0.3947 -5.1763 -6.0239
H: -0.7510 -6.1964 -7.3951
H: -1.9463 -4.2443 -7.9061
H: -3.5108 -6.7153 -6.9697
H: -2.8793 -6.3685 -8.4839
H: -6.3853 -5.4132 -8.3215
H: -5.6299 -6.9874 -7.8784
H: -5.2018 -6.1618 -9.4065
C: 3.8538 0.9240 4.8764
C: 2.9092 1.9850 5.5490
C: 3.5451 2.6729 6.8526
C: 4.0314 1.8610 8.0608
N: 3.8380 2.5886 9.4066
C: 4.7954 3.7760 9.6154
C: 4.8825 3.8686 11.1046
C: 5.1438 2.3763 11.3989
C: 4.1442 1.6670 10.5989
C: 2.4252 3.0892 9.5180
C: 1.3219 2.1359 9.1076
C: 0.0171 2.7609 9.5240
H: 4.1116 0.1578 5.5972
H: 4.7680 1.3031 4.3713
H: 3.2011 0.4270 4.1368
H: 1.9312 1.5079 5.7540
H: 2.7450 2.7483 4.7860
H: 2.8743 3.4679 7.1617
H: 4.4529 3.2448 6.6638
H: 5.0703 1.4963 7.9507
H: 3.4402 0.9650 8.0966
H: 4.4069 4.6671 9.1145
H: 5.6828 3.3620 9.1445
H: 4.0388 4.3307 11.6074
H: 5.7580 4.5099 11.3192
H: 5.1093 2.1730 12.4940
H: 6.1635 2.1241 11.1192
H: 3.1924 1.4370 11.1164
H: 4.5655 0.7614 10.2302
H: 2.3402 4.0202 8.9228
H: 2.2487 3.4518 10.5320
H: 1.3299 1.1872 9.6669
H: 1.3047 1.9709 8.0212
H: -0.3570 3.5189 8.8709
H: 0.0682 3.2261 10.4885
H: -0.7822 2.0165 9.6128
C: 5.4152 2.7880 -3.3053
C: 6.1176 3.2391 -4.5566
C: 7.6108 3.5624 -4.3538
C: 8.2263 4.0455 -5.6411
N: 9.6128 4.6888 -5.5743
C: 9.4155 5.9877 -4.8163
C: 9.5598 7.1278 -5.8194
C: 9.4463 6.3874 -7.1940
C: 10.0886 5.0248 -6.9462
C: 10.5500 3.7931 -4.8842
C: 10.7292 2.4550 -5.6027
C: 11.8171 1.5651 -5.0274
H: 4.3097 2.8676 -3.3497
H: 5.6938 3.3741 -2.4406
H: 5.7594 1.7981 -2.9972
H: 5.6705 4.1289 -4.9736
H: 6.0143 2.4742 -5.3055
H: 8.0035 2.5793 -4.0321
H: 7.7273 4.3016 -3.5762
H: 7.6177 4.8314 -6.0835
H: 8.3818 3.2032 -6.3963
H: 10.1870 5.9619 -4.0247
H: 8.4420 5.8050 -4.4177
H: 10.5315 7.6486 -5.8327
H: 8.9476 8.0033 -5.6348
H: 9.9750 6.8530 -8.0122
H: 8.3802 6.2729 -7.5290
H: 11.1639 5.0596 -6.9342
H: 9.8514 4.2063 -7.6014
H: 10.1593 3.6173 -3.9073
H: 11.4581 4.3527 -4.7647
H: 10.8981 2.6070 -6.6406
H: 9.7847 1.9451 -5.5370
H: 11.8224 1.3954 -3.9334
H: 12.8290 1.8652 -5.3388
H: 11.7057 0.5978 -5.5002
C: 5.5035 5.8106 -0.6699
C: 4.0768 5.7093 -1.2404
C: 3.2770 7.0387 -1.1399
C: 2.0255 6.8381 -1.9628
N: 0.7080 7.6501 -1.6698
C: 0.9432 9.0146 -2.1442
C: 0.3746 9.9357 -1.0627
C: 0.6595 9.1573 0.2263
C: 0.3357 7.7328 -0.2364
C: -0.4465 6.9622 -2.3764
C: -0.7817 5.5304 -1.7878
C: -0.3357 4.3902 -2.7316
H: 5.9824 6.5795 -1.2223
H: 6.0322 4.8781 -0.8084
H: 5.5516 6.0909 0.3647
H: 3.6084 4.9082 -0.6929
H: 4.1964 5.3538 -2.2716
H: 3.8349 7.9406 -1.3873
H: 2.9970 7.1362 -0.1112
H: 1.7646 5.7910 -1.9698
H: 2.1467 7.0606 -3.0075
H: 0.3616 9.1043 -3.0374
H: 1.9641 9.1935 -2.3595
H: -0.7168 10.1293 -1.1092
H: 0.9233 10.8920 -1.1647
H: 0.0022 9.5071 1.0559
H: 1.7290 9.2090 0.5036
H: -0.7186 7.4986 -0.1356
H: 0.8161 6.9341 0.3007
H: -0.2242 6.8055 -3.4109
H: -1.2844 7.6165 -2.3034
H: -1.8849 5.5640 -1.7771
H: -0.3748 5.3306 -0.8236
H: 0.7601 4.3187 -2.8179
H: -0.7719 4.5118 -3.6922
H: -0.6851 3.4197 -2.3698
C: -4.1638 2.7411 -1.8352
C: -5.5213 1.9944 -2.0145
C: -6.6008 2.5474 -1.0704
C: -7.8676 1.8622 -1.2456
N: -8.9882 2.1467 -0.1503
C: -8.6345 1.5719 1.2107
C: -9.9923 1.2819 1.8690
C: -11.0675 1.4871 0.7331
C: -10.1811 1.2795 -0.5147
C: -9.2140 3.6157 -0.0440
C: -9.7226 4.2705 -1.2611
C: -9.8181 5.8548 -1.1513
H: -3.7176 2.7313 -0.8279
H: -4.3439 3.7985 -2.1269
H: -3.4544 2.3359 -2.5733
H: -5.4665 0.9080 -1.8144
H: -5.7945 2.2130 -3.0379
H: -6.7011 3.6272 -1.2216
H: -6.3080 2.4374 -0.0038
H: -7.7466 0.7579 -1.2400
H: -8.3475 2.1267 -2.1787
H: -7.9087 2.2728 1.7326
H: -8.0578 0.6265 1.0340
H: -10.3136 2.0513 2.5828
H: -10.0871 0.2776 2.2498
H: -11.3820 2.4837 0.6469
H: -11.9791 0.8845 0.8092
H: -10.5308 1.6155 -1.5062
H: -9.7735 0.2888 -0.6917
H: -8.2036 4.0449 0.2212
H: -9.8773 3.7670 0.8410
H: -10.6859 3.9059 -1.6247
H: -8.9901 4.0465 -1.9971
H: -10.3395 6.0115 -0.1737
H: -10.3451 6.2797 -1.9790
H: -8.8889 6.4249 -1.1371
C: -0.9588 0.6873 3.4107
C: -1.5356 -0.6405 3.9848
C: -0.5003 -1.2143 4.9763
C: -0.8521 -2.7021 5.2310
N: 0.0216 -3.4039 6.1773
C: -0.6233 -4.6983 6.4393
C: -0.9065 -4.7641 7.9568
C: 0.1831 -3.8039 8.4932
C: 0.1535 -2.6232 7.4368
C: 1.3777 -3.5697 5.5616
C: 1.4785 -4.1903 4.1834
C: 2.9117 -4.2556 3.8816
H: -0.9786 1.4957 4.1656
H: -1.6097 1.0208 2.5796
H: 0.0828 0.5493 3.0477
H: -1.7190 -1.4325 3.2705
H: -2.4267 -0.5010 4.5249
H: -0.3336 -0.6424 5.8982
H: 0.4622 -1.2768 4.3985
H: -0.7506 -3.2892 4.3047
H: -1.8529 -2.8162 5.6846
H: 0.1081 -5.4300 6.1511
H: -1.4846 -4.8265 5.7900
H: -0.7976 -5.8324 8.2208
H: -1.9225 -4.4342 8.1965
H: 1.1157 -4.3833 8.4882
H: -0.0216 -3.4810 9.5299
H: 1.0114 -1.9867 7.5116
H: -0.6764 -1.9502 7.5873
H: 1.8968 -4.1225 6.3393
H: 1.8750 -2.5923 5.4618
H: 0.9736 -3.6928 3.3968
H: 1.1188 -5.2392 4.2431
H: 3.4317 -5.0488 4.4024
H: 3.4404 -3.3262 3.9685
H: 3.1147 -4.4690 2.8327
C: 0.9090 -1.5529 1.2610
C: 0.4874 -2.4088 0.1497
N: -0.4865 -1.8297 -0.9455
C: -1.2843 -2.9442 -1.5643
C: -1.4246 -0.9282 -0.2546
C: -2.8010 -0.7521 -0.9422
C: 0.2262 -1.0841 -2.0612
C: 1.2791 -0.0566 -1.6481
O: 0.6417 1.1801 -1.1224
C: 1.5775 2.1954 -0.8137
H: 1.8200 -2.0092 1.6953
H: 0.1275 -1.4838 2.0190
H: 1.3053 -0.5703 0.9991
H: -0.0616 -3.2678 0.5390
H: 1.3612 -2.8154 -0.3303
H: -1.7064 -2.5117 -2.4574
H: -2.0782 -3.3025 -0.8784
H: -0.6872 -3.8541 -1.7442
H: -0.9296 0.0003 -0.0693
H: -1.6147 -1.3458 0.7407
H: -2.7446 -0.6224 -2.0372
H: -3.2752 0.0951 -0.4547
H: -3.4683 -1.6411 -0.8763
H: -0.4929 -0.5122 -2.6719
H: 0.7639 -1.8248 -2.6737
H: 1.8828 0.1795 -2.5728
H: 1.8879 -0.5715 -0.9161
H: 2.1962 2.5228 -1.7649
H: 2.2772 1.7879 -0.0770
H: 0.9966 3.0062 -0.3716
C: -5.3519 -0.7853 1.8451
C: -5.8624 -1.6416 0.7085
O: -6.8167 -1.0414 -0.0191
O: -5.4699 -2.8078 0.6075
H: -5.7881 0.2572 1.8352
H: -4.2705 -0.6616 1.7757
H: -5.7417 -1.2364 2.7758
C: -0.1332 -7.4630 -0.5540
C: -0.3588 -5.9349 -0.1828
O: 0.3495 -5.1627 -0.8874
O: -1.1587 -5.6215 0.7297
H: -1.0823 -8.0589 -0.5490
H: 0.5232 -7.7889 0.2501
H: 0.3542 -7.5805 -1.5286
C: -1.5207 0.6545 -5.4365
C: -1.9228 -0.7677 -5.1398
O: -2.2555 -1.1643 -4.0124
O: -1.8024 -1.5189 -6.1759
H: -0.4584 0.7885 -5.5397
H: -1.8721 1.4374 -4.7452
H: -1.8200 1.0801 -6.4171
C: 5.6592 -1.2170 -1.0765
C: 4.2814 -1.9534 -1.0475
O: 3.5903 -1.8101 0.0127
O: 3.9085 -2.5778 -2.0878
H: 6.1081 -1.0190 -2.0597
H: 6.3845 -1.7947 -0.5311
H: 5.5154 -0.2567 -0.5736

total charge	+6
Kohn-Sham gap	0.301	Eh
highest occupied orbital energy	-16.800	eV
lowest unoccupied orbital energy	-8.61	eV
E_tot	-134925.5469	eV